A molecular structure, C40H43MnN7O2, computed with ωB97M-V with the def2-TZVPD basis set.

Values from the calculation:
Calculated total energy = -88025.35893 eV
Gap between HOMO and LUMO (alpha / beta) = 7.7 / 6.5 eV
Max |F| = 0.79 eV/Å
LUMO level (alpha / beta) = 0.55 / 0.68 eV
2S+1 = 2

CARTESIAN COORDINATES (ANGSTROEM)
Mn -0.81 -0.35 0.18
C -4.54 -2.22 1.26
C -3.43 -1.40 0.69
N -2.22 -1.41 1.11
N -1.81 -2.33 2.03
C -0.57 -2.69 1.72
O 0.08 -2.23 0.73
C 0.07 -3.70 2.61
C -0.56 -4.18 3.75
C 0.08 -5.09 4.58
C 1.36 -5.53 4.27
C 1.99 -5.06 3.13
C 1.35 -4.16 2.30
C -3.55 -0.68 -0.56
C -4.77 -0.35 -1.16
C -4.77 0.27 -2.39
C -3.55 0.54 -3.00
C -2.39 0.19 -2.35
N -2.36 -0.40 -1.14
H -4.16 -2.87 2.04
H -5.01 -2.83 0.48
H -5.32 -1.58 1.69
H -1.56 -3.83 3.98
H -0.42 -5.45 5.47
H 1.86 -6.23 4.92
H 2.99 -5.41 2.88
H 1.82 -3.78 1.39
H -5.69 -0.58 -0.65
H -5.70 0.55 -2.86
H -3.50 1.01 -3.97
H -1.43 0.38 -2.80
C 3.16 3.34 -1.55
C 2.76 3.41 -3.00
C 3.02 4.55 -3.76
C 2.67 4.63 -5.09
C 2.04 3.56 -5.71
C 1.75 2.43 -4.97
C 2.10 2.35 -3.63
N 1.79 1.17 -2.90
C 0.81 1.09 -1.93
N 0.17 2.24 -1.67
C -0.82 2.57 -0.70
C -1.36 1.61 0.16
C -2.35 2.08 1.03
C -2.77 3.41 1.06
C -2.20 4.32 0.19
C -1.22 3.92 -0.71
C -0.62 4.92 -1.67
N 0.54 -0.04 -1.34
C 1.25 -1.20 -1.77
C 0.65 -2.05 -2.69
C 1.28 -3.22 -3.09
C 2.53 -3.54 -2.56
C 3.13 -2.68 -1.65
C 2.51 -1.50 -1.24
C 3.16 -0.57 -0.27
H 4.05 3.95 -1.37
H 3.37 2.32 -1.25
H 2.37 3.71 -0.90
H 3.53 5.38 -3.28
H 2.90 5.53 -5.66
H 1.77 3.61 -6.76
H 1.23 1.59 -5.43
H 2.05 0.28 -3.30
H 0.45 3.01 -2.26
H -2.84 1.38 1.70
H -3.55 3.72 1.75
H -2.52 5.36 0.19
H -1.07 5.90 -1.52
H -0.80 4.64 -2.72
H 0.46 5.03 -1.54
H -0.34 -1.81 -3.05
H 0.80 -3.88 -3.79
H 3.03 -4.45 -2.86
H 4.10 -2.93 -1.24
H 3.89 -1.09 0.35
H 2.41 -0.10 0.36
H 3.69 0.23 -0.80
C 0.29 -0.93 5.49
N -0.21 -0.33 4.26
C -1.60 0.08 4.21
C 0.55 -0.24 3.16
C 2.00 -0.64 3.30
O 0.09 0.17 2.09
H -0.55 -1.06 6.17
H 1.03 -0.30 5.99
H 0.72 -1.91 5.31
H -1.87 0.54 5.16
H -2.25 -0.78 4.01
H -1.73 0.80 3.41
H 2.44 -0.22 4.21
H 2.55 -0.27 2.44
H 2.09 -1.72 3.34